{"formula": "C21H20FNO5", "method": "wB97M-V/def2-TZVPD", "total_energy_ha": -1343.05970, "gap_ev": 8.634, "smiles": "Cc1ccc(C(=O)C2=C(O)C(=O)N(C[C@H]3CCCO3)[C@H]2c2ccccc2F)o1", "lumo_energy_ev": 0.03, "species": ["C", "C", "H", "O", "C", "H", "C", "H", "H", "C", "C", "C", "C", "H", "H", "N", "C", "H", "C", "H", "H", "C", "H", "H", "H", "C", "C", "C", "H", "H", "H", "C", "C", "O", "H", "C", "F", "H", "H", "H", "C", "O", "C", "H", "O", "C", "C", "O"], "coordinates": [[-0.256590, -1.747625, 1.593312], [1.118197, -0.308185, 0.404220], [7.327185, 0.822749, -0.152329], [2.139919, -2.007851, 1.849815], [-4.519729, -1.865888, -0.389713], [-3.796265, 0.601072, -1.516485], [-3.701154, -0.363073, -2.036225], [-4.849526, -2.897079, -0.290929], [3.127138, -2.306272, -0.474659], [-0.324338, 0.063204, 0.141125], [-4.903751, -1.258766, -1.742649], [-0.487385, 1.867210, 1.892492], [-0.631103, 1.479250, 0.566573], [-2.919609, 0.008188, 0.907852], [-2.489678, -2.735343, -0.381294], [-1.063702, -0.899414, 0.933649], [-1.342905, 3.733152, 0.030884], [-1.669416, 4.439786, -0.715743], [-0.764002, 3.163346, 2.286263], [-4.948804, -1.286611, 0.428218], [-3.529853, -0.178228, -3.096198], [2.211601, 0.533188, -0.110487], [-0.149860, 1.138584, 2.614933], [6.895408, 1.143667, -1.827684], [1.726509, -2.668920, 2.437085], [3.479447, -0.145574, -0.354490], [3.795073, -1.473602, -0.538705], [-1.065581, 2.431679, -0.344616], [-4.977418, -2.036314, -2.502686], [-1.394942, 5.112362, 1.659788], [5.755074, -2.384941, -1.050666], [-1.187298, 4.097928, 1.355720], [6.949003, 0.366834, -1.066833], [-2.590149, -1.083619, -1.546279], [-0.642107, 3.446987, 3.320394], [5.165453, -1.514865, -0.845711], [-1.244355, 2.085602, -1.636228], [7.636882, -0.409025, -1.388464], [-2.811579, -1.549483, 1.783330], [-5.838429, -0.704851, -1.708578], [-2.495746, -1.000461, 0.892834], [-0.554181, -2.665912, 2.338906], [-2.980070, -1.755434, -0.361891], [-0.578363, -0.060421, -0.919535], [4.589122, 0.609183, -0.548947], [5.602319, -0.213968, -0.833362], [1.137973, -1.345322, 1.265256], [2.051587, 1.723090, -0.321281]], "atomic_forces_ev_per_a": [[-0.1, 0.0, 0.1], [-0.2, -0.4, 0.4], [0.1, 0.0, 0.0], [-0.2, -0.1, 0.1], [0.2, 0.0, -0.1], [0.0, 0.0, -0.1], [-0.4, 0.2, -0.1], [0.0, 0.0, 0.1], [-0.2, -0.1, 0.1], [0.2, 0.2, -0.4], [0.2, 0.1, 0.0], [-0.1, 0.1, -0.2], [-0.2, 0.2, -0.2], [0.0, 0.0, 0.1], [-0.1, 0.1, 0.0], [0.1, 0.0, -0.1], [0.0, -0.1, -0.1], [0.0, 0.1, -0.1], [0.1, 0.0, 0.2], [0.0, 0.0, 0.1], [0.0, 0.1, 0.0], [0.3, 0.2, -0.1], [0.0, -0.1, 0.1], [0.1, 0.0, -0.1], [0.0, 0.1, -0.1], [0.0, -0.9, -0.1], [-0.4, 0.8, 0.1], [-0.1, 0.0, 0.4], [0.0, 0.0, 0.0], [0.0, 0.1, 0.0], [0.2, -0.1, -0.1], [0.0, 0.0, -0.1], [-0.3, 0.2, 0.1], [0.3, -0.1, -0.1], [0.0, 0.0, 0.1], [0.3, 0.5, -0.1], [0.1, 0.0, 0.0], [0.0, 0.0, 0.0], [0.0, 0.1, 0.0], [-0.1, 0.0, 0.0], [-0.2, -0.4, -0.4], [0.1, -0.2, 0.1], [0.0, -0.2, 0.6], [0.1, 0.0, 0.2], [0.0, 0.5, 0.0], [0.3, -0.9, -0.2], [0.1, 0.4, -0.3], [0.1, -0.2, 0.0]]}

***

{"formula": "C21H20N2O3", "method": "wB97M-V/def2-TZVPD", "total_energy_ha": -1147.47541, "gap_ev": 8.496, "smiles": "CCOc1ccc(N[C@H]2c3ccccc3C(=O)N2Cc2ccco2)cc1", "lumo_energy_ev": 0.76, "species": ["H", "N", "C", "H", "C", "O", "C", "H", "C", "C", "C", "H", "C", "H", "C", "C", "H", "C", "H", "H", "O", "C", "H", "O", "H", "H", "H", "H", "H", "C", "C", "C", "C", "H", "H", "N", "C", "H", "C", "H", "C", "C", "C", "C", "H", "H"], "coordinates": [[-0.535806, 3.368627, -2.588827], [0.367461, 0.615184, -1.474312], [-2.902284, 1.138261, -4.734580], [4.784844, -0.244605, 5.215948], [-1.595656, -1.687545, -0.853076], [2.937889, -0.343880, 3.364293], [-1.874264, -0.892262, 2.747380], [-3.006454, 2.824414, -6.045151], [-1.063504, 0.705939, -1.568960], [-2.483143, -0.652676, -2.902347], [-2.590404, 2.429946, -5.130051], [-0.238744, -2.065882, 1.785857], [2.048518, -0.569586, -0.204909], [-1.514369, 4.224933, -4.698214], [-1.155699, -1.520628, 1.701115], [-2.349631, 0.669964, -3.556417], [2.349114, -1.088170, -1.105345], [4.011958, -1.253194, 3.482930], [0.764563, 0.095779, -2.248118], [-0.147837, 1.738741, 0.908014], [-3.114290, -1.622833, -3.261079], [1.310593, 0.753977, 2.093143], [3.538117, -1.532902, 0.965349], [-2.959247, -0.548687, 0.837196], [-0.591961, -2.128622, -0.898452], [-2.324536, -2.433419, -1.194325], [5.295061, -1.934596, 5.067057], [-1.441983, 1.170647, -0.649690], [-3.553397, 0.506850, -5.318612], [-1.194982, 2.753253, -3.181530], [-1.746360, 3.223765, -4.366230], [-1.860942, -1.283430, 0.558563], [0.645305, 1.006867, 0.915087], [-3.767581, 0.261727, 2.556944], [1.036440, 1.267045, 3.000944], [-1.716507, -0.584324, -1.775829], [4.466777, -1.244490, 4.934056], [3.687071, -2.263336, 3.194430], [2.727936, -0.820689, 0.974889], [4.839057, -0.950333, 2.824936], [0.995153, 0.336066, -0.257147], [2.357298, -0.167249, 2.143448], [-1.510731, 1.471059, -2.785610], [-2.956736, -0.316994, 2.161467], [3.645966, -1.541273, 5.581094], [-1.612076, -0.871440, 3.784670]], "atomic_forces_ev_per_a": [[0.1, 0.1, 0.0], [0.1, 0.2, -0.4], [0.0, -0.1, 0.1], [0.1, 0.1, 0.1], [-0.3, -0.1, 0.0], [-0.1, 0.1, 0.1], [-0.5, 0.2, -0.1], [0.0, 0.0, -0.1], [0.0, -0.1, 0.1], [0.0, -0.2, 0.0], [-0.1, -0.1, -0.1], [0.3, -0.1, -0.1], [-0.3, 0.2, -0.1], [0.0, 0.1, 0.0], [-0.4, 0.0, -0.7], [0.2, 0.6, 0.0], [0.0, -0.1, -0.1], [0.3, -0.2, 0.1], [-0.1, 0.1, 0.0], [-0.1, 0.1, 0.0], [-0.2, -0.1, -0.2], [0.2, -0.1, 0.0], [0.1, 0.0, 0.0], [-0.3, 0.1, -0.5], [-0.2, 0.0, 0.1], [0.2, 0.1, 0.0], [0.1, -0.1, 0.0], [0.1, -0.1, -0.1], [-0.1, -0.1, -0.1], [0.0, 0.0, 0.0], [0.1, 0.1, 0.1], [0.8, -0.5, 0.3], [0.1, 0.0, -0.1], [-0.2, 0.1, 0.0], [0.0, 0.1, 0.1], [0.1, 0.1, 0.2], [-0.2, 0.1, -0.4], [0.0, 0.1, 0.0], [0.2, -0.1, 0.4], [-0.1, -0.1, 0.0], [0.3, -0.1, 0.3], [-0.1, 0.1, -0.1], [-0.4, -0.3, -0.3], [0.3, 0.0, 0.8], [0.0, 0.0, 0.1], [0.0, 0.1, 0.3]]}

***

{"formula": "C21H20N2O4", "method": "wB97M-V/def2-TZVPD", "total_energy_ha": -1222.61805, "gap_ev": 3.708, "lumo_energy_ev": -2.64, "species": ["C", "C", "H", "O", "C", "C", "C", "H", "C", "H", "H", "C", "H", "C", "N", "H", "O", "H", "C", "H", "H", "C", "N", "H", "C", "H", "C", "H", "O", "C", "C", "C", "H", "H", "H", "C", "C", "H", "C", "H", "C", "H", "O", "C", "C", "H", "H"], "coordinates": [[-5.476966, -0.157930, 0.476140], [-4.280024, -0.828322, 0.570809], [-0.522153, 0.825205, 0.348642], [2.398409, -5.283533, -4.263839], [2.973599, -0.480983, 1.910517], [-1.800476, -0.827041, 0.782382], [1.873992, -0.052278, 1.111202], [-6.432787, -0.681995, 0.467938], [-0.560045, -0.200478, 0.719124], [0.999657, -5.688967, -2.288943], [6.564906, 3.664783, 0.672405], [4.140371, 0.242797, 1.975089], [3.304141, -2.685812, -4.077373], [-3.063427, 1.287095, 0.488757], [1.380033, -4.755629, -2.304316], [2.657990, -1.290630, -2.156506], [5.443150, 2.104890, 1.284345], [-4.242471, 3.067538, 0.315549], [-4.253144, 1.976445, 0.384590], [-1.823578, -1.901473, 0.976578], [0.634629, -1.792564, 1.495615], [1.004383, -3.962403, -1.215636], [1.513458, -2.680787, -1.208313], [-4.258868, -1.918590, 0.628495], [4.266481, 1.435115, 1.209060], [3.283758, 2.795198, -0.193194], [-6.626931, 3.346453, 0.463657], [5.425856, 3.076906, -0.584651], [0.269933, -4.426984, -0.350916], [2.286741, -2.321970, -2.217398], [5.557443, 3.302984, 0.481991], [2.188118, -4.434496, -3.394307], [-6.113797, 3.688460, 1.372634], [4.980793, -0.069880, 2.594484], [-6.113499, 3.755428, -0.416683], [0.642121, -0.772407, 1.111674], [2.665581, -3.082492, -3.306878], [2.853079, -1.398108, 2.491361], [2.028257, 1.138422, 0.349475], [1.220085, 1.491914, -0.291944], [3.192969, 1.878619, 0.396542], [-7.667496, 3.660087, 0.473262], [-6.676094, 1.900127, 0.412761], [-3.031946, -0.131879, 0.607374], [-5.478209, 1.264342, 0.410648], [4.816406, 4.052734, 0.789626], [-2.144432, 1.872066, 0.498160]], "atomic_forces_ev_per_a": [[-0.2, 0.8, -0.1], [0.7, 0.2, 0.1], [-0.1, -0.4, 0.3], [0.0, 0.4, 0.3], [-0.5, -0.1, -0.3], [1.0, 0.1, 0.0], [0.5, 0.5, -0.1], [0.3, 0.1, 0.0], [-0.5, 0.1, -0.3], [0.0, -0.1, -0.1], [-0.1, 0.0, -0.1], [0.2, 0.6, -0.3], [0.1, 0.0, -0.1], [-0.1, -0.4, 0.0], [-0.4, -0.2, 0.4], [0.0, -0.2, -0.1], [-0.7, 0.0, -0.3], [0.1, -0.6, 0.0], [-0.4, -0.2, 0.1], [0.0, 0.2, 0.1], [0.1, 0.1, -0.1], [0.8, 0.8, -0.8], [-0.9, -0.5, 1.1], [-0.1, 0.3, 0.0], [-0.1, -0.1, -0.1], [-0.1, -0.5, 0.2], [-0.1, -0.4, -0.1], [0.1, 0.0, 0.3], [-0.3, 0.0, 0.3], [0.6, 0.0, -1.0], [0.0, -0.4, 0.2], [0.0, 0.0, 0.0], [-0.2, -0.1, -0.2], [-0.2, 0.1, -0.2], [-0.2, -0.1, 0.1], [0.0, -0.4, -0.3], [-0.1, 0.2, 0.3], [0.1, 0.3, -0.2], [0.0, -0.2, 0.4], [0.3, -0.2, 0.2], [0.3, -0.1, 0.2], [0.1, 0.0, 0.0], [0.8, 0.1, 0.0], [-0.8, 0.5, -0.3], [0.2, 0.0, 0.1], [0.2, -0.2, 0.0], [-0.3, -0.2, 0.0]]}

***

{"formula": "C21H20N4O3", "method": "wB97M-V/def2-TZVPD", "total_energy_ha": -1257.06044, "gap_ev": 8.146, "smiles": "Nc1ccccc1NC(=O)c1ccc(CNC(=O)OCc2cccnc2)cc1", "lumo_energy_ev": 0.62, "species": ["N", "O", "H", "C", "C", "C", "N", "C", "H", "H", "H", "H", "C", "N", "H", "C", "C", "H", "H", "H", "H", "C", "H", "C", "H", "H", "C", "C", "C", "H", "C", "O", "H", "C", "C", "C", "C", "H", "C", "H", "H", "H", "H", "O", "C", "C", "N", "C"], "coordinates": [[-1.936349, -0.744787, 0.172808], [-2.286039, -2.984210, -0.198346], [-2.392167, 1.316380, 1.577979], [-5.618999, 1.214992, 0.620339], [-3.217152, -0.157936, 0.280003], [-4.370213, -0.610074, -0.388992], [4.574490, -1.045540, -0.415907], [-0.553928, 2.532029, -0.491394], [2.172936, 4.442800, -1.009598], [4.675198, -3.118799, -0.407623], [4.600781, -2.339868, 1.198354], [3.920380, 2.380673, 1.011287], [1.315299, 1.401112, 0.145555], [0.000883, 1.438043, 0.010510], [-6.450765, -0.249648, -0.689361], [3.649806, 2.346398, -0.052367], [0.639305, -2.662806, -1.030507], [0.104792, -2.929324, -1.929457], [-1.182139, -0.065712, 0.312042], [0.063868, -1.526625, 2.101484], [1.713817, 0.485296, 0.559843], [-4.474194, 1.666682, 1.257753], [2.565085, -3.112903, -1.840275], [4.208642, -2.327541, 0.180026], [4.151574, 3.155641, -0.588006], [2.515718, -1.749143, 2.203651], [-3.290909, 0.977270, 1.082559], [2.703813, -2.425957, 0.183680], [-5.560651, 0.097269, -0.182438], [-5.243945, -1.991950, -1.563342], [1.987708, -2.005562, 1.298010], [4.132934, 1.128126, -0.606594], [-3.656322, -2.366853, -1.095868], [-1.552762, -2.022518, -0.006676], [4.286248, 0.094288, 0.262680], [-0.065909, -2.179215, 0.063614], [0.612598, -1.872176, 1.236876], [-6.555465, 1.736764, 0.747516], [2.155255, 2.453253, -0.209026], [-4.505726, 2.541766, 1.888731], [-1.631547, 2.509046, -0.590400], [-0.303254, 4.513744, -1.271744], [4.470185, -0.975274, -1.418084], [4.202133, 0.197884, 1.458860], [2.016616, -2.767669, -0.975033], [0.184303, 3.641101, -0.868601], [-4.337383, -1.636931, -1.299634], [1.561442, 3.598477, -0.724891]], "atomic_forces_ev_per_a": [[0.1, 0.1, 0.0], [0.1, -0.2, 0.0], [0.1, 0.0, 0.1], [0.0, 0.0, 0.0], [-0.5, -0.1, 0.1], [0.1, 0.3, 0.1], [0.3, 0.0, -0.3], [-0.1, 0.3, -0.2], [0.1, 0.1, -0.1], [0.0, 0.0, 0.1], [0.0, -0.1, -0.1], [0.0, 0.1, -0.3], [0.4, 0.1, 0.0], [-0.2, -0.2, 0.1], [-0.1, 0.0, -0.1], [0.0, 0.2, 0.4], [-0.1, 0.1, 0.0], [-0.1, -0.1, -0.1], [0.0, -0.1, -0.2], [-0.1, 0.0, 0.1], [0.1, 0.0, 0.0], [0.0, 0.1, 0.0], [0.1, 0.0, -0.1], [-0.1, 0.1, 0.1], [-0.1, -0.1, 0.1], [0.1, 0.0, 0.1], [-0.1, -0.1, 0.0], [0.0, -0.1, 0.1], [0.0, 0.0, 0.0], [0.1, 0.1, 0.0], [0.1, -0.1, 0.0], [0.1, -0.2, -0.2], [-0.1, 0.0, 0.0], [0.0, 0.1, 0.0], [0.2, 0.1, -0.3], [0.2, -0.1, 0.1], [-0.1, 0.0, -0.1], [-0.1, 0.0, 0.0], [-0.1, 0.1, -0.2], [0.0, 0.1, 0.1], [-0.1, 0.1, 0.0], [-0.1, 0.1, 0.0], [0.0, 0.0, 0.1], [-0.2, 0.0, 0.4], [0.0, 0.0, 0.1], [0.0, 0.0, 0.0], [0.0, -0.3, -0.4], [0.0, -0.2, 0.1]]}